{"formula": "C6H6", "method": "ωB97M-V/def2-TZVPD", "species": ["C", "C", "C", "C", "C", "C", "H", "H", "H", "H", "H", "H"], "xyz": [[-2.2147, -0.5831, -1.9811], [-1.4395, 0.0136, -1.2791], [-0.4676, 0.7077, -0.4247], [0.6602, -0.2074, 0.0062], [1.3327, -0.1580, 1.2076], [1.6705, 0.1343, 2.4399], [-2.9117, -1.1068, -2.5987], [-0.9746, 1.1316, 0.4480], [-0.0420, 1.5559, -0.9826], [0.9888, -1.2687, 1.1790], [0.8907, -1.0185, -0.6795], [2.5071, 0.7996, 2.6649]], "nbo_charge": [-0.23, -0.01, -0.52, -0.18, -0.39, -0.22, 0.24, 0.25, 0.25, 0.40, 0.22, 0.19], "lumo_ev": [-0.001, -0.001], "gap_ev": [8.03, 8.03], "mol_weight_g_mol": 78.11, "max_force_ev_per_a": 0.51, "e_above_lowest_kcal_mol": 170.7}


{"formula": "C6H6", "method": "ωB97M-V/def2-TZVPD", "species": ["C", "C", "C", "C", "C", "C", "H", "H", "H", "H", "H", "H"], "xyz": [[0.8561, -0.0566, 1.1909], [2.1145, 0.8651, -0.2477], [1.9415, 1.1305, -1.5111], [0.6746, 0.6214, -1.2386], [-0.3154, 0.1116, -0.6687], [-1.6733, -0.4178, -0.5098], [1.3426, -1.0212, 1.0875], [-0.1973, -0.1381, 1.4537], [1.3575, 0.5983, 1.8930], [-2.3238, 0.2695, 0.0425], [-1.6662, -1.3835, 0.0090], [-2.1108, -0.5793, -1.5005]], "mulliken_charge": [-0.93, 0.03, -0.82, 0.77, 0.19, -1.33, 0.34, 0.38, 0.35, 0.32, 0.36, 0.33], "lumo_ev": -0.460, "gap_ev": 8.26, "mol_weight_g_mol": 78.11, "max_force_ev_per_a": 0.67, "e_above_lowest_kcal_mol": 216.0}


{"formula": "C6H6", "method": "ωB97M-V/def2-TZVPD", "species": ["C", "C", "C", "C", "C", "C", "H", "H", "H", "H", "H", "H"], "xyz": [[3.1757, 0.4301, 0.0063], [2.2294, -0.2583, -0.2670], [1.0722, -1.1010, -0.5997], [-0.2170, -0.4355, -0.3640], [-1.2789, 0.1051, -0.1783], [-2.5621, 0.7788, 0.0281], [4.0101, 1.0394, 0.2787], [1.1455, -1.4191, -1.6478], [1.1186, -2.0165, 0.0016], [-2.5071, 1.4606, 0.8831], [-2.8413, 1.3635, -0.8561], [-3.3577, 0.0526, 0.2278]], "nbo_charge": [-0.23, 0.00, -0.54, -0.03, 0.02, -0.68, 0.24, 0.26, 0.26, 0.24, 0.24, 0.23], "lumo_ev": 0.981, "gap_ev": 10.55, "mol_weight_g_mol": 78.11, "max_force_ev_per_a": 0.74, "e_above_lowest_kcal_mol": 83.5, "smiles": "C#CCC#CC"}


{"formula": "C6H6", "method": "ωB97M-V/def2-TZVPD", "species": ["C", "C", "C", "C", "C", "C", "H", "H", "H", "H", "H", "H"], "xyz": [[-3.3261, -0.1190, 0.2120], [-2.1267, 0.1687, 0.1163], [-0.8571, 0.5519, -0.0792], [0.5573, 0.5409, -0.0756], [1.8029, 1.2960, -0.0568], [0.8000, -1.0948, -0.1747], [-4.2247, -0.4441, 0.6956], [1.8943, 2.3319, -0.0585], [2.7222, 0.6587, -0.2185], [1.3749, -1.2763, 0.7857], [1.5480, -1.0517, -0.9223], [-0.1650, -1.5622, -0.2242]], "nbo_charge": [-0.20, -0.09, 0.05, -0.10, -0.36, -0.60, 0.23, 0.20, 0.20, 0.22, 0.22, 0.23], "lumo_ev": [-1.402, -0.568], "gap_ev": [5.99, 7.25], "mol_weight_g_mol": 78.11, "max_force_ev_per_a": 4.67, "e_above_lowest_kcal_mol": 164.2}


{"formula": "C6H6", "method": "ωB97M-V/def2-TZVPD", "species": ["C", "C", "C", "C", "C", "C", "H", "H", "H", "H", "H", "H"], "xyz": [[-1.6370, -1.2405, 1.7266], [-0.9549, -0.2497, 1.7570], [-0.0612, 0.9068, 1.5731], [0.4578, 0.7822, 0.2005], [0.6936, 0.4106, -0.9206], [0.8715, -0.1782, -2.2461], [-2.2291, -2.1257, 1.6581], [-0.6065, 1.8476, 1.7151], [0.7480, 0.8945, 2.3131], [1.4221, -1.1209, -2.1637], [-0.1110, -0.4038, -2.6751], [1.4066, 0.4770, -2.9380]], "nbo_charge": [-0.23, 0.00, -0.54, -0.02, 0.01, -0.68, 0.24, 0.25, 0.25, 0.24, 0.24, 0.23], "lumo_ev": 1.005, "gap_ev": 10.47, "mol_weight_g_mol": 78.11, "max_force_ev_per_a": 0.60, "e_above_lowest_kcal_mol": 87.7, "smiles": "C#CCC#CC"}


{"formula": "C6H6", "method": "ωB97M-V/def2-TZVPD", "species": ["C", "C", "C", "C", "C", "C", "H", "H", "H", "H", "H", "H"], "xyz": [[1.6377, -0.8494, 0.5726], [1.2858, -0.2349, -0.7514], [0.0591, 0.3728, -0.9897], [-1.0456, 0.7661, -0.4446], [-2.3186, 0.6186, -0.0154], [-3.4177, 0.5821, 0.5182], [2.6156, -0.5394, 0.9554], [0.8747, -0.6146, 1.3180], [1.6651, -1.9399, 0.4403], [2.0262, -0.2625, -1.5478], [0.8800, 1.1801, -1.2765], [-4.3713, 0.3733, 0.9501]], "nbo_charge": [-0.65, -0.17, -0.32, -0.02, -0.13, -0.19, 0.22, 0.23, 0.23, 0.21, 0.35, 0.23], "lumo_ev": [-0.489, -0.489], "gap_ev": [6.75, 6.75], "mol_weight_g_mol": 78.11, "max_force_ev_per_a": 0.45, "e_above_lowest_kcal_mol": 159.8}


{"formula": "C6H6", "method": "ωB97M-V/def2-TZVPD", "species": ["C", "C", "C", "C", "C", "C", "H", "H", "H", "H", "H", "H"], "xyz": [[3.0144, 0.1254, 0.2408], [2.5451, 0.4933, -0.8149], [1.2489, 0.1026, -1.2002], [0.2330, -0.4387, -0.8325], [-0.9734, -0.7321, -0.0730], [-1.6119, 0.6200, 0.2738], [3.1677, -0.4091, 1.1466], [-1.6443, -1.3777, -0.6409], [-0.7086, -1.2756, 0.8480], [-2.6166, 0.4969, 0.6820], [-0.9957, 1.1620, 1.0004], [-1.6586, 1.2331, -0.6301]], "nbo_charge": [-0.09, -0.11, -0.11, 0.06, -0.48, -0.59, 0.23, 0.23, 0.22, 0.21, 0.21, 0.22], "lumo_ev": 0.522, "gap_ev": 9.39, "mol_weight_g_mol": 78.11, "max_force_ev_per_a": 1.17, "e_above_lowest_kcal_mol": 130.0, "smiles": "C#CC#CCC"}


{"formula": "C6H6", "method": "ωB97M-V/def2-TZVPD", "species": ["C", "C", "C", "C", "C", "C", "H", "H", "H", "H", "H", "H"], "xyz": [[0.7379, 1.0325, -0.2538], [-0.2905, 0.0550, -0.2582], [1.8291, 0.0539, -0.4076], [0.7545, -0.9442, -0.2669], [0.9502, 0.1063, 0.9712], [-1.7901, -0.0145, 0.0790], [0.7024, 2.0575, -0.1209], [2.9290, -0.1255, -0.2614], [0.7782, -2.0283, -0.1309], [-1.9756, 0.8407, 0.7063], [-2.0470, -1.0149, 0.6033], [-2.5781, -0.0186, -0.6600]], "nbo_charge": [-0.25, 0.06, -0.24, -0.22, -0.16, -0.64, 0.24, 0.27, 0.24, 0.23, 0.23, 0.24], "lumo_ev": 1.089, "gap_ev": 10.32, "mol_weight_g_mol": 78.11, "max_force_ev_per_a": 2.17, "e_above_lowest_kcal_mol": 129.4}


Summary of energy in eV
-6311.796 -6309.832 -6315.580 -6312.081 -6315.397 -6312.270 -6313.564 -6313.588
(order as listed above)